A molecular structure, C6H19NNaO4SSb, computed with the ωB97M-V functional and the def2-TZVPD basis.

```
! RIJCOSX wB97M-V def2-TZVPD def2/J DEFGRID3
* xyz 0 1
C 1.676 1.622 -2.253
C 1.653 0.132 -1.923
N 0.345 -0.457 -2.185
Sb -1.157 -0.352 -0.763
C -2.624 0.493 -2.232
S -3.231 2.059 -1.804
O -3.687 2.068 -0.434
O -2.332 3.082 -2.276
O 0.214 -1.100 0.673
C -0.129 -0.811 1.959
C 1.129 -0.851 2.824
C 1.773 -2.237 2.897
O 2.131 0.066 2.400
H 2.671 2.047 -2.081
H 0.961 2.176 -1.643
H 1.407 1.779 -3.300
H 2.391 -0.366 -2.563
H 1.986 -0.024 -0.885
H 0.429 -1.432 -2.451
H -1.564 -1.984 -1.233
H -2.359 -0.384 0.506
H -0.602 1.215 -0.280
H -2.089 0.606 -3.175
H -3.468 -0.191 -2.339
H -4.365 2.176 -2.551
H -0.580 0.197 2.077
H -0.850 -1.533 2.399
H 0.772 -0.520 3.830
H 2.835 -2.171 2.661
H 1.668 -2.713 3.883
H 1.302 -2.899 2.170
H 1.891 0.965 2.638
Na 1.803 -0.657 5.455
*
```

Energy (hartree): -1396.217941
M (g/mol): 346.04
HOMO-LUMO gap (eV): 3.81
Lowest unoccupied orbital energy (eV): -2.8

---

3 unconnected molecules or ions with the total composition C6H19NO2S, computed with the ωB97M-V functional and the def2-TZVPD basis.

```
! RIJCOSX wB97M-V def2-TZVPD def2/J DEFGRID3
* xyz 1 2
C 2.343 -0.505 -0.746
C 2.019 0.991 -0.686
C 0.694 1.503 -1.247
S -0.146 0.397 -2.494
C 1.401 -1.354 0.087
N 0.730 -0.648 1.170
C -0.571 -1.187 1.568
C -1.139 -0.119 2.554
H 2.355 -0.824 -1.788
H 3.378 -0.605 -0.450
H 2.813 1.579 -1.136
H 2.126 1.248 0.376
H -0.079 1.601 -0.487
H 0.744 2.439 -1.783
H 0.890 0.356 -3.323
H 0.647 -1.906 -0.479
H 1.883 -2.172 0.646
H 0.624 0.349 0.979
H -0.549 -2.143 2.074
H -1.160 -1.074 0.657
H -0.823 0.888 2.296
H -0.589 -0.383 3.456
H -2.212 -0.203 2.650
H -2.023 -1.961 -0.221
H -2.958 -1.040 -1.098
O -2.817 -1.918 -0.744
H -2.929 1.701 -1.069
H -2.119 2.918 -0.486
O -2.535 2.072 -0.278
*
```

Energy (hartree): -843.070491
<S²>: 0.75
M (g/mol): 169.29
HOMO-LUMO gap (spin up / spin down) (eV): 10.28 / 5.14
Lowest unoccupied orbital energy (spin up / spin down) (eV): -2.7 / -7.8
Energy above the lowest of the compared OMol25 structures with the same formula, charge and spin (eV): 0.000

---

A molecular structure, C6H19NO3SSi2, computed with the ωB97M-V functional and the def2-TZVPD basis.

```
! RIJCOSX wB97M-V def2-TZVPD def2/J DEFGRID3
* xyz 0 1
O -0.251 -1.264 1.210
O -2.198 -1.643 -0.456
O 0.231 -1.631 -1.186
N -0.987 0.550 -0.683
C 2.289 -2.740 0.651
C 2.588 0.036 -0.656
C 2.783 -2.138 -2.468
C -1.391 3.302 0.294
C -1.262 1.221 2.244
C -3.832 1.327 0.460
Si 1.901 -1.698 -0.884
Si -1.960 1.507 0.487
S -0.860 -1.080 -0.157
H -1.619 0.451 -1.486
H 3.316 -2.634 0.985
H 1.595 -2.423 1.445
H 2.045 -3.778 0.488
H 3.372 -0.054 0.099
H 3.034 0.461 -1.555
H 1.824 0.708 -0.290
H 3.814 -2.349 -2.180
H 2.384 -3.036 -2.935
H 2.759 -1.382 -3.264
H -1.330 3.893 1.197
H -0.357 3.252 -0.047
H -1.987 3.854 -0.438
H -1.914 1.723 2.984
H -0.188 1.505 2.298
H -1.262 0.167 2.474
H -4.070 0.362 0.860
H -4.252 1.361 -0.544
H -4.217 2.168 1.055
*
```

Energy (hartree): -1497.753707
M (g/mol): 241.46
HOMO-LUMO gap (eV): 10.76
Lowest unoccupied orbital energy (eV): 0.5
Energy above the lowest of the compared OMol25 structures with the same formula, charge and spin (eV): 0.351

---

4 unconnected molecules or ions with the total composition C6H19NO4, computed with the ωB97M-V functional and the def2-TZVPD basis.

```
! RIJCOSX wB97M-V def2-TZVPD def2/J DEFGRID3
* xyz 0 1
O -1.904 1.692 0.434
C -0.695 1.765 0.235
N 0.155 0.714 0.452
C 1.399 0.591 -0.276
C 1.202 0.153 -1.781
C -0.142 -0.524 -2.108
C -0.311 -2.035 -1.630
C -0.062 3.051 -0.281
H -0.195 -0.222 0.692
H 2.112 -0.140 0.145
H 1.929 1.601 -0.483
H 2.093 -0.367 -2.101
H 1.261 1.017 -2.447
H -0.242 -0.627 -3.251
H -0.988 0.153 -2.011
H 0.663 -2.536 -1.851
H -0.956 -2.542 -2.358
H -0.899 -2.067 -0.699
H -0.851 3.811 -0.298
H 0.392 2.833 -1.214
H 0.784 3.411 0.318
H 0.684 0.222 2.923
H -0.712 -0.269 3.013
O 0.211 -0.557 3.241
H -2.245 0.208 1.203
H -3.121 -0.752 2.226
O -2.267 -0.544 1.846
H 1.444 -2.876 2.590
H 0.230 -2.318 1.759
O 1.030 -2.846 1.713
*
```

Energy (hartree): -595.711193
M (g/mol): 169.22
HOMO-LUMO gap (eV): 10.63
Lowest unoccupied orbital energy (eV): 0.6
SMILES: CCCCNC(C)=O.O.O.O
Energy above the lowest of the compared OMol25 structures with the same formula, charge and spin (eV): 1.301

---

5 unconnected molecules or ions with the total composition C6H19NO4, computed with the ωB97M-V functional and the def2-TZVPD basis.

```
! RIJCOSX wB97M-V def2-TZVPD def2/J DEFGRID3
* xyz 0 1
C -1.721 -1.828 1.087
N -1.433 -0.446 0.711
C -0.106 -0.016 0.713
C 0.147 1.219 0.203
C 1.444 1.895 0.187
C 2.617 1.361 -0.170
C 0.898 -0.892 1.372
H -1.168 -2.585 0.526
H -2.782 -2.032 0.931
H -1.521 -1.969 2.148
H -1.961 -0.124 -0.081
H -0.673 1.815 -0.187
H 1.393 2.949 0.462
H 3.537 1.923 -0.178
H 2.715 0.320 -0.450
H 0.552 -1.248 2.343
H 1.106 -1.754 0.750
H 1.838 -0.360 1.504
H -0.825 0.416 -2.430
H -2.064 -0.280 -3.036
O -1.538 -0.244 -2.244
H -1.410 0.784 2.649
H -0.257 1.729 2.955
O -1.011 1.309 3.364
H 0.464 -2.634 -2.433
H -0.529 -1.643 -1.752
O 0.136 -2.351 -1.580
H 0.433 2.276 -2.351
H 1.203 1.003 -2.230
O 0.515 1.407 -2.782
*
```

Energy (hartree): -595.696660
M (g/mol): 169.22
HOMO-LUMO gap (eV): 8.21
Lowest unoccupied orbital energy (eV): 0.4
SMILES: C=C/C=C(\C)NC.O.O.O.O
Energy above the lowest of the compared OMol25 structures with the same formula, charge and spin (eV): 1.697

---

5 unconnected molecules or ions with the total composition C6H19NO4, computed with the ωB97M-V functional and the def2-TZVPD basis.

```
! RIJCOSX wB97M-V def2-TZVPD def2/J DEFGRID3
* xyz 1 2
C -0.208 0.779 1.356
N 0.410 -2.057 1.538
C -0.699 -1.670 0.882
C -1.083 -0.307 0.844
C -2.430 -0.050 0.312
C -2.669 0.581 -0.829
C -1.256 -2.707 -0.049
H 0.498 1.222 0.646
H -0.837 1.626 1.631
H 0.362 0.428 2.215
H 0.799 -1.336 2.139
H 0.388 -2.947 2.028
H -3.239 -0.431 0.919
H -3.649 0.560 -1.290
H -1.910 0.937 -1.511
H -0.412 -3.112 -0.598
H -1.826 -3.509 0.443
H -2.105 -2.345 -0.627
H 2.884 0.432 -2.078
H 3.196 -0.270 -0.674
O 3.452 0.406 -1.307
H 3.378 1.625 0.555
H 2.837 2.702 1.299
O 2.920 1.740 1.406
H 0.111 -0.084 -2.462
H 0.364 -0.611 -1.209
O 0.597 0.215 -1.670
H 0.339 2.433 -1.980
H -0.370 2.662 -0.624
O 0.159 3.089 -1.304
*
```

Energy (hartree): -595.385404
<S²>: 0.76
M (g/mol): 169.22
HOMO-LUMO gap (spin up / spin down) (eV): 9.87 / 7.10
Lowest unoccupied orbital energy (spin up / spin down) (eV): -4.0 / -6.9
Energy above the lowest of the compared OMol25 structures with the same formula, charge and spin (eV): 0.736

---

4 unconnected molecules or ions with the total composition C6H20FO8PS2, computed with the ωB97M-V functional and the def2-TZVPD basis.

```
! RIJCOSX wB97M-V def2-TZVPD def2/J DEFGRID3
* xyz 0 1
O 2.893 -0.448 0.128
S 3.345 -0.870 -1.144
O 4.707 -0.782 -1.518
O 2.469 -0.034 -2.161
C 2.828 -2.557 -1.413
C 1.508 -2.910 -2.095
C 0.180 -2.462 -1.434
P -0.677 -1.253 -2.517
S -2.603 -1.189 -1.550
O -2.528 -1.727 -0.243
O -3.185 0.076 -1.803
F -3.430 -2.217 -2.410
H 2.537 -0.381 -3.061
H 3.655 -2.985 -1.980
H 2.857 -2.971 -0.403
H 1.543 -2.605 -3.147
H 1.514 -4.001 -2.113
H 0.312 -2.015 -0.447
H -0.458 -3.334 -1.307
H -1.108 -2.165 -3.502
C -0.755 1.750 -0.040
O -0.235 0.505 0.424
H -1.760 1.570 -0.411
H -0.813 2.483 0.768
H -0.142 2.151 -0.852
H 0.672 0.659 0.712
C 1.102 3.430 3.247
O 1.235 2.024 3.088
H 1.992 3.770 3.773
H 1.047 3.946 2.285
H 0.220 3.691 3.837
H 0.446 1.708 2.636
C -3.561 1.575 2.305
O -2.284 1.941 2.813
H -4.075 2.500 2.054
H -3.480 0.961 1.404
H -4.155 1.037 3.049
H -1.815 1.129 3.027
*
```

Energy (hartree): -2080.039781
M (g/mol): 334.32
HOMO-LUMO gap (eV): 10.11
Lowest unoccupied orbital energy (eV): -0.1
SMILES: O=S(=O)(O)CCCPS(=O)(=O)F.CO.CO.CO

---

A single C6H20N4P2 molecule, computed with the ωB97M-V functional and the def2-TZVPD basis.

```
! RIJCOSX wB97M-V def2-TZVPD def2/J DEFGRID3
* xyz 0 1
C -1.261 1.699 -0.986
C -0.839 0.480 -2.759
C 1.864 2.144 -0.021
C 2.373 0.432 1.378
C -1.418 -0.862 0.939
C -0.482 -2.491 -0.451
N 1.780 -3.344 2.256
N -0.493 0.505 -1.321
N 1.365 0.843 0.460
N -0.135 -1.446 0.487
P 0.583 -2.485 2.149
P 0.836 -0.284 -0.725
H -1.048 2.618 -1.667
H -2.330 1.626 -0.973
H -1.053 2.077 -0.100
H -0.217 1.129 -3.460
H -0.575 -0.614 -3.091
H -1.920 0.601 -2.933
H 1.226 2.444 -0.785
H 1.847 2.952 0.864
H 3.039 1.945 -0.281
H 2.004 -0.485 1.847
H 3.227 0.069 0.954
H 2.530 1.219 2.140
H -1.149 0.056 1.423
H -2.210 -0.850 0.206
H -2.039 -1.472 1.637
H -0.984 -3.228 -0.013
H -1.061 -2.065 -1.159
H 0.459 -2.933 -0.740
H -0.820 -2.996 2.145
H 0.040 -1.284 3.037
*
```

Energy (hartree): -1142.087867
M (g/mol): 210.20
HOMO-LUMO gap (eV): 7.90
Lowest unoccupied orbital energy (eV): 0.3
Energy above the lowest of the compared OMol25 structures with the same formula, charge and spin (eV): 3.645

---

A molecular structure, C6H21BrMnNO5, computed with the ωB97M-V functional and the def2-TZVPD basis.

```
! RIJCOSX wB97M-V def2-TZVPD def2/J DEFGRID3
* xyz 1 6
Mn -5.993 -9.493 -24.232
Br -7.079 -5.810 -24.602
C -5.165 -11.764 -29.623
C -4.935 -10.496 -28.883
C -5.041 -9.294 -29.824
O -4.560 -8.174 -29.135
C -4.197 -7.082 -29.950
N -6.046 -10.469 -27.864
H -6.169 -12.016 -29.963
H -4.960 -12.535 -28.881
H -4.554 -11.980 -30.500
H -3.939 -10.707 -28.496
H -6.070 -8.986 -30.012
H -4.419 -9.414 -30.711
H -3.502 -7.274 -30.767
H -3.860 -6.228 -29.362
H -5.147 -6.733 -30.354
H -6.848 -10.061 -28.323
H -6.263 -11.448 -27.745
O -8.823 -10.789 -23.294
H -9.221 -11.500 -23.797
H -9.363 -10.720 -22.506
O -3.005 -8.741 -25.201
H -3.024 -8.363 -26.080
H -2.355 -8.219 -24.730
C -4.468 -10.365 -20.246
C -4.400 -11.771 -20.892
O -4.624 -11.857 -22.265
O -5.455 -9.618 -20.915
H -3.475 -9.933 -20.368
H -4.622 -10.477 -19.173
H -5.343 -12.209 -20.565
H -3.576 -12.324 -20.441
H -4.489 -12.779 -22.496
H -5.616 -8.902 -20.296
*
```

Energy (hartree): -4396.741878
<S²>: 8.77
M (g/mol): 322.08
HOMO-LUMO gap (spin up / spin down) (eV): 4.98 / 5.01
Lowest unoccupied orbital energy (spin up / spin down) (eV): -6.6 / -6.3
Energy above the lowest of the compared OMol25 structures with the same formula, charge and spin (eV): 6.952

---

A molecular structure, C6H21N10O8Pb2, computed with the ωB97M-V functional and the def2-TZVPD basis.

```
! RIJCOSX wB97M-V def2-TZVPD def2/J DEFGRID3
* xyz 3 1
Pb 0.853 5.975 0.726
Pb -1.169 3.062 5.692
O 0.343 0.298 1.088
C 0.464 1.647 1.028
O -0.071 2.401 1.864
O 1.306 2.076 0.251
H -0.178 0.059 1.859
C 1.561 1.489 -4.786
O 1.625 0.712 -5.738
N 2.342 1.370 -3.829
N 0.609 2.271 -4.466
H 2.064 1.637 -2.896
H 3.033 0.635 -3.881
H -0.251 2.396 -4.981
H 0.742 2.661 -3.544
C -1.456 -2.174 5.483
O -1.046 -1.040 5.623
N -0.787 -3.301 5.500
N -2.715 -2.268 5.227
H 0.207 -3.151 5.403
H -1.304 -4.165 5.422
H -3.127 -3.184 5.122
H -3.192 -1.395 5.053
C 4.007 -2.591 1.877
O 4.552 -3.648 2.087
N 3.627 -1.766 2.794
N 3.622 -2.276 0.712
H 3.677 -2.028 3.768
H 2.978 -1.103 2.395
H 3.679 -3.091 0.118
H 2.926 -1.611 0.405
C -0.056 -4.158 -1.986
O 0.000 -4.859 -2.974
N 0.002 -2.854 -2.044
N -0.353 -4.483 -0.745
H -0.217 -2.391 -1.174
H -0.075 -2.360 -2.922
H -0.231 -5.463 -0.534
H -0.368 -3.871 0.059
C -3.138 5.046 -2.488
O -2.383 4.675 -1.611
N -4.064 4.244 -2.858
N -3.234 6.153 -3.083
H -4.266 3.429 -2.296
H -4.274 4.209 -3.845
H -3.904 6.127 -3.839
H -2.361 6.658 -3.033
*
```

Energy (hartree): -1775.110717
M (g/mol): 775.70
HOMO-LUMO gap (eV): 1.41
Lowest unoccupied orbital energy (eV): -13.5
Energy above the lowest of the compared OMol25 structures with the same formula, charge and spin (eV): 0.000

---

A molecular structure, C6H21N5O5RhS, computed with the ωB97M-V functional and the def2-TZVPD basis.

```
! RIJCOSX wB97M-V def2-TZVPD def2/J DEFGRID3
* xyz 1 5
O -0.247 3.600 0.937
H -0.636 4.414 1.298
Rh -0.086 0.357 0.022
N -1.100 -0.518 -1.394
N 1.184 -1.055 -0.682
O -2.428 -0.242 -1.744
O 2.473 -1.369 -0.281
C -0.496 -1.374 -2.225
C 0.801 -1.730 -1.770
C -1.094 -1.826 -3.503
C 1.748 -2.709 -2.363
H -1.857 -1.133 -3.852
H -1.559 -2.812 -3.431
H -0.322 -1.916 -4.272
H 2.294 -3.287 -1.613
H 2.496 -2.223 -3.004
H 1.215 -3.437 -2.981
H -2.595 0.653 -1.375
H 2.477 -1.180 0.691
O -0.849 -3.007 1.272
H -1.661 -2.519 1.060
H -0.285 -2.341 1.702
C 1.445 1.995 0.045
H 1.723 2.512 0.954
H 1.068 2.659 -0.717
H 2.344 1.507 -0.357
O -1.226 2.094 -0.882
H -0.960 2.923 -0.342
H -1.034 2.285 -1.815
N -1.219 1.318 1.571
N -0.949 0.977 2.909
C 0.281 0.542 3.211
N 0.589 0.324 4.513
S 1.307 0.156 1.917
H -2.235 1.363 1.471
H -0.657 2.791 1.436
H -1.564 1.333 3.642
H 1.540 0.041 4.727
H 0.076 0.837 5.225
*
```

Energy (hartree): -1399.417966
<S²>: 6.02
M (g/mol): 378.24
HOMO-LUMO gap (spin up / spin down) (eV): 6.24 / 6.71
Lowest unoccupied orbital energy (spin up / spin down) (eV): -3.7 / -5.2
Energy above the lowest of the compared OMol25 structures with the same formula, charge and spin (eV): 1.617

---

4 unconnected molecules or ions with the total composition C6H21NO3, computed with the ωB97M-V functional and the def2-TZVPD basis.

```
! RIJCOSX wB97M-V def2-TZVPD def2/J DEFGRID3
* xyz 0 1
C 0.575 -1.528 0.167
C 1.363 -0.389 -0.562
C 0.954 1.012 -0.121
C 1.076 -0.612 -2.061
C -0.265 -1.219 1.394
N -1.452 -0.374 1.084
C -2.756 -0.965 1.406
H 1.354 -2.147 0.622
H 0.127 -2.192 -0.569
H 2.447 -0.507 -0.475
H -0.081 1.237 -0.354
H 1.590 1.819 -0.469
H 0.886 1.075 0.964
H 1.816 -0.154 -2.726
H 0.135 -0.151 -2.365
H 0.929 -1.663 -2.298
H -0.611 -2.203 1.739
H 0.220 -0.709 2.213
H -1.394 -0.070 0.124
H -3.477 -0.725 0.627
H -3.031 -0.572 2.389
H -2.665 -2.055 1.500
H 0.489 4.214 -1.018
H 1.159 3.374 -2.149
O 0.337 3.531 -1.673
H 1.752 -1.935 3.371
H 2.939 -1.043 2.922
O 2.227 -1.602 2.599
H -1.184 1.742 -1.921
H -2.639 1.906 -1.683
O -2.023 1.293 -2.112
*
```

Energy (hartree): -521.621314
M (g/mol): 155.24
HOMO-LUMO gap (eV): 8.56
Lowest unoccupied orbital energy (eV): 0.6
SMILES: CNCCC(C)C.O.O.O
Energy above the lowest of the compared OMol25 structures with the same formula, charge and spin (eV): 1.222

---

Among the records above, which one has the lowest M? C6H21NO3